Formula: C53H45Cl2GeHgN5S2Si
Source: the OMol25 dataset
Level of theory: ωB97M-V/def2-TZVPD

```
110
Properties=species:S:1:pos:R:3:forces:R:3:mulliken_charge:R:1
Hg -0.553 0.193 -1.403 1.1 -1.2 -0.8 1.407
S -4.668 2.224 6.049 2.9 1.9 -0.5 -0.115
C -4.462 3.978 6.191 -1.3 -0.2 0.2 -0.453
C -3.400 4.502 5.536 -0.4 0.5 0.6 -0.533
C -2.526 3.533 5.043 -1.1 -2.1 0.3 -0.551
C -3.039 2.247 5.278 0.8 1.1 -0.7 -0.023
C -2.288 1.062 4.865 -0.8 -0.1 0.5 0.842
C -1.395 1.152 3.799 0.7 0.5 -2.0 0.101
N -0.804 0.122 3.201 -0.8 0.6 1.3 -0.117
C -1.031 -1.079 3.762 -0.3 -1.1 0.0 -0.282
C -1.764 -1.277 4.982 -0.1 2.8 -1.0 0.565
C -1.964 -2.536 5.502 -0.5 -3.2 0.9 -0.730
C -1.689 -3.664 4.762 -0.1 0.3 0.7 -0.801
C -1.028 -3.584 3.527 1.2 2.0 -1.1 0.691
C -0.710 -4.719 2.779 0.3 -0.4 -1.1 -1.043
C -0.199 -4.576 1.485 -0.2 0.3 1.7 0.726
C 0.037 -3.233 1.064 -0.4 -0.5 0.3 -0.551
N -0.255 -2.115 1.730 1.5 -1.2 -0.2 0.314
C -0.646 -2.267 2.986 -2.1 -1.2 1.1 0.170
C 0.074 -5.742 0.619 1.1 0.2 -1.6 -0.441
C -0.012 -5.682 -0.762 -0.1 -0.7 0.6 -0.419
C 0.400 -6.875 -1.442 -0.1 -0.1 1.4 -0.902
C 0.857 -7.825 -0.582 0.2 0.0 0.5 -0.236
S 0.869 -7.254 1.060 -0.7 0.3 -0.2 -0.167
C -2.471 -0.138 5.495 1.4 -0.5 -0.6 -1.256
H -5.178 4.531 6.779 -0.2 0.0 -0.2 0.441
H -3.219 5.564 5.417 -0.1 0.0 0.3 0.378
H -1.588 3.774 4.560 -0.1 -0.3 0.0 0.483
H -1.239 2.153 3.306 -0.1 -1.2 0.5 0.080
H -2.399 -2.628 6.510 -0.1 0.0 -0.6 0.323
H -1.993 -4.691 4.953 -0.1 0.3 1.0 0.392
H -0.819 -5.735 3.176 -0.4 0.4 0.0 0.385
H 0.532 -3.151 0.134 0.2 0.6 -1.2 0.575
H -0.411 -4.834 -1.274 -0.3 0.6 -0.3 0.597
H 0.311 -7.091 -2.477 -0.1 0.3 -0.8 0.423
H 1.157 -8.855 -0.805 0.0 0.6 0.1 0.396
H -3.123 -0.111 6.353 -0.1 -0.7 0.3 0.448
C 1.336 2.358 2.533 -0.1 0.0 -1.1 -0.346
C 0.825 3.053 1.296 -0.5 1.1 0.4 1.123
C 1.046 4.437 1.205 0.4 -0.3 0.6 -1.145
C 0.586 5.114 0.090 -0.3 1.1 0.0 -0.777
C -0.251 4.471 -0.794 1.0 -1.1 0.0 -0.391
C -0.436 3.040 -0.685 -0.1 0.5 0.3 0.569
N 0.126 2.366 0.404 -0.6 0.4 -1.0 0.217
N -1.118 2.336 -1.607 -1.1 0.4 -0.1 -0.474
Si -2.355 2.894 -2.771 1.4 -0.3 1.4 0.006
C -3.419 4.250 -1.957 -1.4 0.2 -0.7 -1.125
C -1.323 3.604 -4.257 0.4 -1.0 -1.1 -0.994
C -3.569 1.489 -3.204 0.5 -1.4 -1.7 -0.999
H 1.391 3.041 3.362 -0.2 0.3 0.5 0.684
H 2.340 2.032 2.326 0.5 -0.2 0.1 0.280
H 0.723 1.489 2.715 0.2 -0.1 0.2 -1.067
H 1.529 4.943 2.048 0.1 -0.1 -0.5 0.351
H 0.872 6.188 -0.054 -0.5 -1.0 0.1 0.215
H -0.489 4.933 -1.726 -0.5 0.3 -0.4 0.305
H -4.528 4.073 -2.190 1.4 0.0 0.5 0.361
H -3.211 5.195 -2.471 0.1 0.1 0.2 0.321
H -3.303 4.398 -0.870 0.1 -0.2 -0.5 0.323
H -1.838 4.024 -5.151 -0.1 0.1 0.7 0.408
H -0.727 2.767 -4.739 -0.6 0.5 0.8 0.217
H -0.514 4.302 -3.954 -0.7 -0.2 0.1 0.275
H -4.090 0.936 -2.388 0.6 0.7 -0.3 0.242
H -3.068 0.668 -3.843 -0.4 1.0 1.1 0.180
H -4.348 1.830 -3.925 0.3 0.2 0.6 0.387
C 3.671 -3.725 -3.354 0.2 0.5 0.7 -0.537
C 2.586 -3.097 -3.947 0.7 -0.9 -1.0 -0.722
C 2.194 -1.868 -3.488 -1.0 0.2 0.0 0.044
C 2.809 -1.296 -2.387 0.7 1.0 -0.1 0.243
C 3.913 -1.908 -1.781 -0.6 -0.1 -0.4 -0.054
C 4.325 -3.127 -2.248 0.8 -1.5 -1.1 -0.840
Ge 2.142 0.408 -1.727 -2.8 -0.1 0.9 -0.777
C 2.536 1.945 -2.852 1.8 0.2 0.0 0.815
C 2.818 3.164 -2.196 -0.1 0.1 -1.0 0.363
C 3.532 4.173 -2.871 1.3 0.1 0.1 -0.901
C 4.032 3.975 -4.171 -1.7 -0.9 0.6 -0.783
C 3.580 2.813 -4.841 1.0 0.9 -0.6 -0.385
C 2.928 1.791 -4.215 -0.7 1.6 2.4 -0.855
C 3.070 0.563 -0.001 -1.3 -0.9 -0.2 1.379
C 2.545 -0.155 1.112 -0.6 0.7 0.1 0.036
C 3.367 -0.253 2.257 -0.5 0.3 -1.2 -0.360
C 4.650 0.340 2.268 -0.6 -0.5 -0.8 -0.739
C 5.166 0.976 1.131 -1.8 -0.2 0.0 -0.907
C 4.314 1.115 0.004 1.8 -0.1 1.2 -0.695
H 4.013 -4.653 -3.774 0.2 -0.4 0.1 0.400
H 2.139 -3.550 -4.855 0.1 0.3 0.8 0.311
H 1.318 -1.414 -3.960 0.2 0.1 0.4 0.280
H 4.448 -1.436 -0.977 0.0 0.2 0.3 0.351
H 5.247 -3.613 -1.860 -0.8 0.3 -0.1 0.297
H 2.492 3.338 -1.166 0.2 -0.2 -0.2 0.364
H 3.929 5.057 -2.327 -0.7 -0.5 -0.2 0.287
H 4.663 4.710 -4.649 0.0 0.0 -0.1 0.361
H 3.814 2.678 -5.887 0.3 0.1 -0.2 0.344
H 2.672 0.906 -4.708 -0.2 -1.3 -0.8 0.483
H 1.410 -0.455 1.099 2.5 0.2 0.1 -0.430
H 2.958 -0.762 3.123 0.2 0.1 0.2 0.393
H 5.238 0.251 3.156 0.4 0.0 0.4 0.367
H 6.161 1.363 1.125 0.5 0.3 0.0 0.429
H 4.675 1.594 -0.898 0.1 0.1 0.0 0.406
Cl -1.838 -3.453 -4.419 0.4 -0.3 -0.3 -0.286
C -2.678 -3.249 -2.929 -2.0 -0.4 1.4 0.284
C -3.854 -3.978 -2.685 2.0 0.9 -1.4 -0.470
C -4.628 -3.704 -1.580 -0.4 -0.9 0.1 -0.534
C -4.250 -2.797 -0.622 0.4 1.7 -0.1 -0.642
C -3.136 -2.012 -0.900 -0.5 -0.6 0.6 0.471
Cl -2.774 -0.750 0.238 -0.1 0.3 0.6 -0.161
C -2.173 -2.254 -1.967 0.3 -1.1 -0.5 -0.482
N -0.959 -1.852 -2.091 0.3 1.6 0.3 -0.331
H -4.127 -4.726 -3.429 -0.3 0.2 0.2 0.332
H -5.598 -4.103 -1.564 -1.2 -0.9 0.4 0.311
H -4.889 -2.574 0.255 0.5 -0.1 -0.7 0.279
```
Positions in Å, forces in eV/Å.

Summary:
- HOMO-LUMO gap (eV) = 3.64
- net charge = -2
- LUMO energy (eV) = 3.3
- E_HOMO (eV) = -0.4
- molar mass (g mol⁻¹) = 1188.30
- spin multiplicity = 1
- total energy (eV) = -178424.28774



Formula: C53H46Br2F9N2O6S2
Source: the OMol25 dataset
Level of theory: ωB97M-V/def2-TZVPD

```
120
Properties=species:S:1:pos:R:3:forces:R:3:mulliken_charge:R:1
C 2.671 -7.730 2.598 0.0 -0.1 0.1 -1.037
C 3.684 -7.871 1.466 -0.1 0.1 0.2 0.085
Br 2.988 -9.305 0.323 0.1 -0.2 0.0 -0.166
C 4.092 -6.583 0.669 0.0 -0.5 0.0 -0.660
Br 3.535 -6.512 -1.170 -0.1 0.3 -0.1 -0.010
S 3.780 -4.999 1.511 0.6 0.2 0.4 0.920
O 4.455 -4.017 0.705 -0.1 -0.1 0.1 -0.448
O 4.327 -5.291 2.821 -0.1 0.3 -0.2 -0.688
N 2.234 -4.695 1.709 -0.3 -0.6 -0.3 -0.379
S 1.235 -4.137 0.617 0.3 0.4 0.0 0.992
O 0.235 -3.341 1.300 0.4 0.1 -0.3 -0.717
O 1.807 -3.612 -0.587 -0.1 -0.1 0.2 -0.543
C 0.222 -5.592 0.127 0.2 -0.1 0.3 0.261
O 0.157 -5.997 -0.986 -0.3 0.2 -0.4 -0.526
N -0.577 -6.084 1.205 0.1 -1.0 -0.9 0.294
C -1.732 -6.780 0.775 1.0 -0.6 0.3 0.363
O -2.799 -6.337 0.609 -0.7 0.4 -0.4 -0.419
F -1.485 -8.105 0.611 0.0 0.2 0.2 -0.268
H 2.535 -8.709 3.071 0.0 0.2 -0.1 0.520
H 1.703 -7.406 2.215 0.1 0.0 0.0 -0.097
H 3.015 -7.015 3.345 -0.1 0.0 -0.1 0.396
H 4.603 -8.299 1.870 -0.1 0.1 -0.1 0.382
H 5.185 -6.576 0.619 -0.2 0.1 0.0 0.482
H -0.043 -6.647 1.860 0.1 0.3 0.2 0.111
F -1.879 0.628 -3.879 0.0 0.0 0.0 -0.389
C -1.110 0.328 -2.800 0.1 0.0 0.0 0.197
C -1.403 -0.803 -2.068 -0.1 -0.1 0.1 -0.443
C -0.640 -1.091 -0.946 0.1 0.1 0.0 -0.012
C 0.406 -0.253 -0.584 0.0 0.0 0.0 -0.586
C 0.692 0.868 -1.350 0.0 0.0 0.0 -0.500
C -0.069 1.171 -2.474 0.0 0.0 0.0 -0.628
H -2.229 -1.441 -2.358 0.0 0.0 -0.1 0.690
H -0.845 -1.967 -0.346 0.0 0.0 0.0 0.358
H 0.998 -0.490 0.290 0.0 0.0 0.0 0.446
H 1.513 1.518 -1.073 0.0 0.0 0.0 0.430
H 0.134 2.040 -3.085 0.0 0.0 0.0 0.485
F -5.345 -1.950 1.127 -0.3 0.1 0.2 -0.279
C -5.483 -0.837 0.380 0.2 -0.1 -0.1 0.510
C -4.474 -0.575 -0.521 0.1 0.0 -0.1 -0.055
C -4.557 0.561 -1.305 0.0 0.0 -0.1 -0.204
C -5.648 1.412 -1.188 -0.1 -0.1 0.1 -1.160
C -6.654 1.124 -0.272 0.2 0.0 0.0 -0.203
C -6.579 -0.012 0.528 0.0 0.0 0.0 -0.998
H -3.633 -1.250 -0.588 0.0 0.0 0.0 0.223
H -3.761 0.770 -2.009 0.0 0.0 0.0 0.383
H -5.710 2.300 -1.804 0.0 0.0 0.0 0.869
H -7.499 1.792 -0.170 0.0 0.0 0.0 0.407
H -7.351 -0.257 1.245 0.0 0.0 0.0 0.453
F 5.247 -3.905 -2.426 0.1 0.0 -0.1 -0.179
C 6.170 -2.931 -2.382 -0.1 0.0 0.1 0.217
C 6.956 -2.700 -3.496 0.0 0.0 0.0 -0.651
C 7.894 -1.677 -3.442 0.0 0.0 0.0 -0.245
C 8.033 -0.913 -2.291 0.0 0.0 0.0 -0.594
C 7.232 -1.173 -1.185 0.0 0.0 -0.1 -0.126
C 6.287 -2.189 -1.222 0.0 0.1 0.0 -0.679
H 6.825 -3.309 -4.380 0.0 0.0 0.0 0.421
H 8.514 -1.476 -4.306 0.0 0.0 0.0 0.350
H 8.765 -0.116 -2.255 0.0 0.0 0.0 0.401
H 7.342 -0.579 -0.289 0.0 0.0 0.0 0.430
H 5.641 -2.416 -0.384 0.0 0.0 0.0 0.710
F -6.430 6.478 0.620 0.0 0.0 0.0 -0.319
C -5.262 6.108 0.048 0.0 0.0 0.0 0.515
C -5.069 4.779 -0.268 0.0 0.0 0.0 -0.607
C -3.868 4.409 -0.856 0.1 0.1 0.0 0.089
C -2.888 5.360 -1.112 0.0 0.0 0.0 -0.839
C -3.112 6.689 -0.782 0.0 0.0 0.0 -0.233
C -4.310 7.077 -0.198 0.0 0.0 0.0 -0.614
H -5.841 4.054 -0.050 0.0 0.0 0.0 0.446
H -3.695 3.372 -1.113 0.0 0.0 0.0 0.319
H -1.953 5.061 -1.567 0.0 0.0 0.0 0.454
H -2.350 7.433 -0.978 0.0 0.0 0.0 0.367
H -4.510 8.107 0.065 0.0 0.0 0.0 0.422
F 8.258 0.683 1.401 0.1 0.0 0.1 -0.329
C 8.777 1.891 1.106 0.0 0.0 0.0 0.451
C 10.113 1.978 0.768 0.0 0.0 0.0 -0.525
C 10.633 3.227 0.457 0.0 0.0 0.0 -0.272
C 9.823 4.354 0.490 0.0 0.0 0.0 -0.665
C 8.483 4.233 0.835 0.1 0.0 0.0 -0.191
C 7.947 2.993 1.146 -0.1 0.0 0.0 -0.501
H 10.722 1.084 0.751 0.0 0.0 0.0 0.441
H 11.677 3.316 0.185 0.0 0.0 0.0 0.363
H 10.235 5.325 0.246 0.0 0.0 0.0 0.381
H 7.845 5.105 0.866 0.0 0.0 0.0 0.371
H 6.905 2.874 1.409 0.0 0.0 0.0 0.461
F -1.081 -6.250 4.168 0.2 -0.2 0.0 -0.322
C -2.021 -5.288 4.013 -0.3 0.4 0.0 0.235
C -3.083 -5.263 4.896 0.0 -0.1 0.0 -0.677
C -4.052 -4.280 4.737 0.0 0.0 0.0 -0.289
C -3.946 -3.357 3.706 0.0 0.0 0.0 -0.592
C -2.863 -3.412 2.836 -0.1 0.0 0.1 -0.499
C -1.881 -4.381 2.983 0.0 0.2 0.3 0.181
H -3.144 -6.001 5.685 0.0 0.0 0.0 0.418
H -4.893 -4.242 5.418 0.0 0.0 0.0 0.359
H -4.701 -2.594 3.574 0.0 0.0 0.0 0.408
H -2.781 -2.696 2.029 0.0 0.0 0.0 0.498
H -1.031 -4.435 2.312 -0.5 0.3 0.6 0.384
F -9.530 0.804 -1.160 -0.1 -0.1 0.0 -0.298
C -10.374 1.831 -1.383 0.0 0.0 0.0 0.396
C -11.525 1.925 -0.625 0.0 0.0 0.0 -0.566
C -12.381 2.992 -0.859 0.0 0.0 0.0 -0.285
C -12.082 3.934 -1.833 0.0 0.0 0.0 -0.558
C -10.917 3.811 -2.580 0.0 0.0 0.0 -0.328
C -10.048 2.753 -2.357 0.0 0.0 0.0 -0.314
H -11.736 1.177 0.126 0.0 0.0 0.0 0.418
H -13.286 3.086 -0.273 0.0 0.0 0.0 0.349
H -12.754 4.763 -2.010 0.0 0.0 0.0 0.371
H -10.681 4.543 -3.341 0.0 0.0 0.0 0.359
H -9.132 2.637 -2.921 0.0 0.0 0.0 0.456
F 5.427 5.135 1.006 0.0 0.0 0.0 -0.240
C 4.718 6.049 0.309 0.0 0.0 0.0 0.636
C 3.385 6.227 0.618 0.0 0.0 0.0 -0.702
C 2.663 7.168 -0.103 0.0 0.0 0.0 -0.290
C 3.274 7.903 -1.110 0.0 0.0 0.0 -0.627
C 4.616 7.698 -1.399 0.0 0.0 0.0 -0.323
C 5.354 6.764 -0.685 0.0 0.0 0.0 -0.423
H 2.931 5.637 1.402 0.0 0.0 0.0 0.432
H 1.617 7.324 0.125 0.0 0.0 0.0 0.402
H 2.704 8.632 -1.670 0.0 0.0 0.0 0.365
H 5.095 8.265 -2.187 0.0 0.0 0.0 0.348
H 6.401 6.586 -0.893 0.0 0.0 0.0 0.435
```
Positions in Å, forces in eV/Å.

Summary:
- HOMO-LUMO gap (eV) = 8.60
- net charge = -1
- LUMO energy (eV) = 1.7
- E_HOMO (eV) = -6.9
- molar mass (g mol⁻¹) = 1201.88
- spin multiplicity = 1
- total energy (eV) = -257186.12683